Record 1
2 unconnected molecules or ions with the total composition C24H50BrO2P at a distorted geometry. Source: OMol25; level of theory: the ωB97M-V functional and the def2-TZVPD basis.

The value obtained for the frontier orbital gap is 2.258 eV. Its total energy is -4009.91971 Ha. The molar mass is 481.54 g/mol. The lowest unoccupied orbital energy comes out at -1.0 eV. As for the spin multiplicity: 1.

Each line ends with the Mulliken charge.
Positions of all 78 atoms, in Å:
C -1.5150 2.2816 2.7541  -0.258
O -2.0570 3.4703 2.0207  -0.375
C -3.3262 3.8594 2.7150  -0.263
C -4.1148 5.0820 1.9535  -0.660
C -5.7090 5.2084 2.3119  -0.223
C -6.0950 4.9466 3.8833  -0.459
C -7.1780 3.7174 4.1099  -0.859
C -8.5638 3.9656 3.2618  -0.142
C -9.0147 2.5372 2.5176  0.351
O -10.1851 1.9488 2.8905  -0.553
Br -7.8906 1.6195 1.1117  -0.249
H -1.3784 1.3563 2.0153  -0.096
H -0.4468 2.4895 3.2223  0.174
H -2.2611 1.9851 3.6367  0.334
H -3.0861 4.2596 3.8138  0.245
H -4.0787 2.9386 2.8137  0.306
H -4.0325 4.8470 0.7860  0.226
H -3.5695 6.1359 2.0827  0.223
H -6.0168 6.3341 2.0613  0.244
H -6.3612 4.5409 1.5755  0.094
H -5.1886 4.7415 4.5941  0.233
H -6.6181 5.9420 4.2828  0.287
H -6.6591 2.7810 3.6010  -0.033
H -8.5030 4.8635 2.5093  0.213
H -9.4400 4.1863 4.0330  0.250
C -0.4406 -4.7504 -1.9376  -1.403
C 0.4780 -4.0273 -2.9094  0.200
C 1.9587 -4.2742 -2.6312  -1.068
C 2.5450 -3.5158 -1.4376  -1.125
P 2.9562 -1.7997 -1.6367  1.136
C 3.9442 -1.6707 -3.1534  -1.451
C 5.1644 -2.5616 -3.3790  -0.779
C 6.4416 -2.2499 -2.5937  -0.376
C 6.8856 -0.7977 -2.6325  -1.251
C 4.0446 -1.2676 -0.3430  -0.532
C 3.6513 -1.2482 1.1254  -1.137
C 2.7034 -0.1482 1.5811  0.441
C 3.0255 1.2437 1.0614  -1.311
C 1.6090 -0.7027 -1.9985  -0.994
C 0.4704 -0.3016 -1.0679  -1.047
C -0.2207 -1.4021 -0.2670  0.432
C -1.6134 -1.7275 -0.7821  -1.732
H -0.2400 -4.4700 -0.9008  0.251
H -1.4843 -4.5085 -2.1584  0.397
H -0.3251 -5.8349 -2.0255  0.413
H 0.2518 -2.9675 -2.9048  -0.251
H 0.2483 -4.3860 -3.9209  0.447
H 2.5230 -4.0229 -3.5342  0.306
H 2.1077 -5.3493 -2.4701  0.538
H 3.4928 -4.0139 -1.1961  0.647
H 1.9276 -3.6662 -0.5494  0.766
H 4.2163 -0.6186 -3.2917  0.743
H 3.2448 -1.8858 -3.9702  0.537
H 5.4198 -2.4982 -4.4456  0.481
H 4.8965 -3.6077 -3.1948  0.221
H 7.2522 -2.8660 -3.0047  0.438
H 6.3389 -2.5790 -1.5595  0.244
H 7.1716 -0.5043 -3.6480  0.360
H 7.7553 -0.6572 -1.9823  0.358
H 6.1092 -0.1141 -2.2831  0.257
H 4.4910 -0.3076 -0.6194  0.506
H 4.8690 -1.9825 -0.3679  0.032
H 4.5750 -1.1390 1.7092  0.422
H 3.2288 -2.2215 1.4029  0.363
H 2.6978 -0.1204 2.6773  0.493
H 1.6907 -0.4253 1.3039  -0.459
H 3.9694 1.6072 1.4809  0.350
H 2.2332 1.9413 1.3525  0.384
H 3.0961 1.2780 -0.0278  0.288
H 1.1527 -1.0574 -2.9289  0.790
H 2.0886 0.2432 -2.2860  0.595
H -0.2757 0.2374 -1.6669  0.616
H 0.8405 0.4583 -0.3764  0.172
H -0.3415 -1.0666 0.7700  0.373
H 0.3883 -2.3012 -0.2226  -0.251
H -2.2910 -0.8808 -0.6282  0.457
H -2.0251 -2.5822 -0.2390  0.409
H -1.6087 -1.9671 -1.8491  0.295


Record 2
A molecular structure, C39H50BGeN6S3V at a distorted geometry. Source: OMol25; level of theory: the ωB97M-V functional and the def2-TZVPD basis.

The value obtained for the frontier orbital gap (spin up / spin down) is 5.448 / 5.430 eV. Its total energy is -6083.55671 Ha. The molar mass is 833.44 g/mol. The lowest unoccupied orbital energy (spin up / spin down) comes out at -13.5 / -13.5 eV. As for the spin multiplicity: 1. As for the total charge: +4.

Each line ends with the Mulliken charge.
Positions of all 101 atoms, in Å:
V -0.2704 -0.0827 -0.1429  -0.811
C -3.0146 -4.3434 1.2415  -1.961
C -2.7308 -3.1818 2.1405  0.179
C -3.0416 -3.1655 3.4786  -0.374
C -2.6974 -2.0724 4.3078  -0.010
N -2.0916 -1.0079 3.8063  -0.038
N -1.8058 -1.0139 2.5037  0.404
B -1.1084 0.2631 1.9639  1.528
N 0.1314 0.6675 2.8080  0.381
N -0.1741 1.2942 3.9458  -0.217
C 0.8208 1.6711 4.7339  -0.218
C 2.1623 1.4121 4.3690  -0.195
C 2.4858 0.7701 3.1974  0.252
C 3.8903 0.4812 2.7708  -2.011
C 1.3767 0.4113 2.4146  0.734
S 1.6233 -0.4454 0.8801  -0.196
C 0.5110 2.3641 6.0429  2.251
C -0.9598 2.7496 6.1250  -1.617
C 1.3852 3.6244 6.1632  -1.833
C 0.8661 1.3800 7.1732  -1.383
N -2.1496 1.4312 1.8342  0.092
N -3.1051 1.4834 2.7444  -0.088
C -4.0464 2.4176 2.6219  -0.570
C -4.0217 3.3146 1.5383  -0.211
C -3.0137 3.2791 0.5967  0.138
C -2.9414 4.2171 -0.5657  -1.894
C -2.0712 2.2727 0.8034  1.147
S -0.6543 2.0614 -0.2372  -0.296
C -5.1389 2.4204 3.6768  2.250
C -5.8769 1.0747 3.5832  -1.360
C -6.1245 3.5675 3.4610  -2.361
C -4.4856 2.5645 5.0558  -0.976
C -2.0766 -2.0262 1.6922  0.270
S -1.5326 -1.8741 0.0179  -0.037
C -2.9882 -2.1238 5.7921  2.114
C -2.2830 -3.3660 6.3668  -1.790
C -4.5083 -2.2525 5.9888  -1.565
C -2.4774 -0.8748 6.4981  -1.675
H -3.6020 -5.0940 1.7641  0.422
H -2.0834 -4.8103 0.9148  0.419
H -3.5685 -4.0334 0.3544  0.442
H -3.5395 -4.0189 3.9196  0.472
H 2.9544 1.7444 5.0271  0.495
H 4.5925 0.7726 3.5481  0.401
H 4.1419 1.0328 1.8631  0.434
H 4.0293 -0.5829 2.5720  0.478
H -1.1977 3.5587 5.4323  0.394
H -1.1760 3.0962 7.1344  0.547
H -1.6134 1.9083 5.9053  -0.061
H 1.2992 4.2653 5.2846  0.408
H 2.4376 3.3997 6.3316  0.418
H 1.0453 4.1974 7.0251  0.457
H 0.2719 0.4682 7.1123  0.171
H 0.6623 1.8551 8.1316  0.508
H 1.9215 1.1057 7.1625  0.402
H -4.8180 4.0397 1.4374  0.700
H -3.7264 4.9658 -0.5028  0.414
H -3.0605 3.6750 -1.5053  0.338
H -1.9810 4.7341 -0.5944  0.456
H -6.4146 0.9792 2.6391  0.419
H -6.6054 1.0106 4.3904  0.454
H -5.1831 0.2379 3.6793  0.027
H -6.6950 3.4650 2.5368  0.469
H -5.6366 4.5433 3.4739  0.538
H -6.8433 3.5620 4.2789  0.413
H -3.7501 1.7832 5.2278  -0.352
H -5.2572 2.4921 5.8209  0.562
H -3.9955 3.5328 5.1628  0.387
H -2.7056 -4.2999 5.9970  0.383
H -2.4073 -3.3670 7.4489  0.498
H -1.2132 -3.3588 6.1533  0.368
H -4.9119 -3.1625 5.5449  0.425
H -5.0430 -1.3981 5.5726  0.235
H -4.7200 -2.2941 7.0563  0.492
H -1.3917 -0.7963 6.4315  0.241
H -2.7505 -0.9271 7.5508  0.597
H -2.9120 0.0303 6.0788  -0.149
Ge -1.2647 -0.2874 -3.2757  0.083
C -0.2565 1.1217 -3.9603  1.210
C 1.1416 1.0857 -4.1411  -0.161
C 1.7538 2.0649 -4.8931  -0.808
C 0.9891 3.0870 -5.4580  -0.422
C -0.3883 3.1395 -5.2741  -0.789
C -1.0151 2.1812 -4.4996  -0.479
C -0.8865 -2.1029 -3.4463  1.017
C 0.4192 -2.6218 -3.5897  -0.200
C 0.5872 -3.9401 -3.9536  -0.854
C -0.5309 -4.7497 -4.1589  -0.403
C -1.8226 -4.2526 -3.9991  -0.806
C -2.0108 -2.9426 -3.6063  -0.238
H -2.7422 0.0343 -3.0839  0.058
H 1.7386 0.2817 -3.7287  0.258
H 2.8213 2.0367 -5.0624  0.457
H 1.4766 3.8535 -6.0465  0.454
H -0.9659 3.9272 -5.7385  0.441
H -2.0894 2.2263 -4.3593  0.363
H 1.2887 -1.9887 -3.4650  0.240
H 1.5793 -4.3455 -4.0966  0.462
H -0.3930 -5.7841 -4.4464  0.466
H -2.6740 -4.8925 -4.1868  0.463
H -3.0170 -2.5597 -3.4785  0.408


Record 3
2 unconnected molecules or ions with the total composition C2H9NS at a distorted geometry. Source: OMol25; level of theory: the ωB97M-V functional and the def2-TZVPD basis.

The value obtained for the frontier orbital gap is 9.360 eV. Its SMILES is CSC.N. Its total energy is -534.50696 Ha. The molar mass is 79.17 g/mol. The lowest unoccupied orbital energy comes out at 1.1 eV. As for the spin multiplicity: 1. For the energy above the lowest of the compared OMol25 structures with the same formula, charge and spin, the calculation gives 14.25 kcal/mol.

Each line ends with the Mulliken charge.
Positions of all 13 atoms, in Å:
C 0.8816 -0.3591 1.7140  -0.832
S 0.0540 -0.6415 0.2368  -0.057
C -1.3137 -1.7629 0.7338  -0.793
H 1.6704 0.3945 1.6739  0.292
H 0.2743 -0.0972 2.5876  0.285
H 1.3772 -1.2845 2.0234  0.281
H -1.9318 -1.5674 -0.1405  0.264
H -1.8059 -1.3411 1.5994  0.266
H -0.9272 -2.7535 0.9483  0.289
N 0.3368 2.2878 -2.7423  -0.560
H 1.1054 1.8080 -2.3640  0.184
H 0.4079 3.2744 -2.6820  0.192
H -0.1290 2.0425 -3.5881  0.191